Model one:
7
Properties=species:S:1:pos:R:3:nbo_charge:R:1 method="wB97M-V/def2-TZVPD" e_lumo_ev="-2.48 / -4.21" orbital_gap_ev="6.875 / 5.050" charge=0
N 1.0802 -0.8557 0.7200 -1.203
F 3.2317 0.1157 -0.1830 -0.579
P 2.1412 0.3652 1.0901 1.348
S 1.1908 2.1195 0.8634 -0.409
Br -1.6128 -3.8262 0.1576 0.001
H 1.0540 -1.7504 0.2502 0.434
H 0.1744 -0.6260 1.0724 0.407

---

Model two:
7
Properties=species:S:1:pos:R:3:nbo_charge:R:1 method="wB97M-V/def2-TZVPD" e_lumo_ev="-2.40 / -3.94" orbital_gap_ev="6.907 / 5.226" charge=0
N -0.3527 -0.6512 0.0973 -1.188
F -2.3637 0.5968 -0.1894 -0.581
P -0.8111 0.7816 -0.6091 1.322
S -0.2379 2.3553 0.4446 -0.381
Br 4.3010 -0.6490 -0.0403 0.000
H -1.0717 -1.3579 0.3132 0.419
H 0.5362 -1.0756 -0.0163 0.409

---

model two is favored, and the nearest alternative lies 3.9 kcal/mol above it.

---

Model one:
15
Properties=species:S:1:pos:R:3:nbo_charge:R:1 method="wB97M-V/def2-TZVPD" e_lumo_ev=-0.15 orbital_gap_ev=9.880 smiles="C=C1CCC1=O.O" charge=0
O 2.2994 -0.9689 1.8739 -0.951
C 1.4358 -0.0293 -0.9496 -0.297
C 0.1697 0.1367 -0.5789 -0.149
C -0.9762 1.0995 -0.8661 -0.435
C -1.9373 0.1715 -0.0658 -0.513
C -0.7182 -0.6817 0.3067 0.575
O -0.5346 -1.6050 1.0644 -0.539
H 1.4624 -1.4497 1.7851 0.487
H 2.0197 -0.8460 -0.5321 0.238
H 1.9309 0.6481 -1.6409 0.204
H 2.0274 -0.0457 1.8139 0.462
H -0.8337 2.0777 -0.3956 0.221
H -1.2250 1.2468 -1.9203 0.223
H -2.6623 -0.3681 -0.6831 0.238
H -2.4581 0.6140 0.7884 0.235

---

Model two:
15
Properties=species:S:1:pos:R:3:nbo_charge:R:1 method="wB97M-V/def2-TZVPD" e_lumo_ev=-0.20 orbital_gap_ev=8.101 charge=0
O 2.5629 0.7756 0.7324 -0.745
C 1.8243 0.2205 -0.1966 -0.128
C 0.3783 0.0332 0.1546 0.583
O -0.3663 0.9866 0.7209 -0.445
C -1.5748 0.2358 0.4102 0.091
C -1.7331 0.2092 -1.0531 -0.393
C -0.7602 -0.7601 -0.3697 -0.368
H 1.8232 -0.1835 1.7937 0.159
H 1.6396 0.8876 -1.0862 0.239
H 2.1489 -0.7506 -0.6448 0.149
H 1.1790 -0.6906 1.8765 -0.117
H -2.3052 0.1150 1.1995 0.235
H -1.3518 1.0296 -1.6559 0.239
H -2.6322 -0.2724 -1.4277 0.241
H -0.8324 -1.8358 -0.4541 0.259

---

model one is favored, and the nearest alternative lies 115.6 kcal/mol above it.

---

Model one:
15
Properties=species:S:1:pos:R:3:nbo_charge:R:1 method="wB97M-V/def2-TZVPD" e_lumo_ev=0.83 orbital_gap_ev=8.787 charge=0
C 0.0188 1.8305 0.3244 -0.635
C -0.2452 0.4801 -0.3047 0.143
O -0.6706 0.7151 -1.6257 -0.698
C 1.4397 -0.7025 -0.1999 -0.043
O 1.1660 -1.9760 -0.5990 -0.688
C -1.0306 -0.4467 0.4170 -0.059
C -1.5461 -1.3774 0.9878 -0.295
H 0.6846 2.4458 -0.2944 0.226
H 0.4618 1.7039 1.3129 0.221
H -0.9298 2.3732 0.4302 0.230
H -0.8445 -0.1251 -2.0714 0.485
H 1.7176 -0.6177 0.8515 0.169
H 1.3412 0.1257 -0.8479 0.221
H 0.5918 -2.3644 0.0956 0.480
H -2.1548 -2.0645 1.5237 0.241

---

Model two:
15
Properties=species:S:1:pos:R:3:nbo_charge:R:1 method="wB97M-V/def2-TZVPD" e_lumo_ev="-1.02 / -1.02" orbital_gap_ev="7.130 / 7.128" charge=0
C 0.4795 -1.4025 -1.1777 -0.615
C -0.0077 -0.3126 -0.3151 -0.262
C 0.8198 0.1283 1.4298 0.309
O -0.2318 0.3891 2.0090 -0.776
C -1.1860 -0.0572 0.2459 0.204
C -0.6419 1.0249 -0.5395 0.046
O -0.2320 2.2600 -0.0327 -0.705
H 0.3207 -2.3902 -0.7307 0.222
H -0.1394 -1.3401 -2.0838 0.213
H 1.5290 -1.2823 -1.4580 0.222
H 1.4914 0.9201 1.0249 0.137
H 1.4052 -0.7871 1.6490 0.126
H -2.1544 -0.4143 0.5383 0.222
H -1.1560 1.1122 -1.4934 0.170
H -0.2965 2.1516 0.9340 0.489

---

Model three:
15
Properties=species:S:1:pos:R:3:nbo_charge:R:1 method="wB97M-V/def2-TZVPD" e_lumo_ev=0.80 orbital_gap_ev=8.526 charge=0
C -0.1484 1.4129 -3.4932 0.277
C 0.2022 -1.8186 1.5829 -0.388
C 0.6026 -0.8867 2.6399 -0.363
C 0.2400 -0.3752 1.2860 -0.406
C 1.1266 0.2838 0.3725 0.257
O -1.2820 1.6525 -3.1680 -0.510
O 0.7810 1.2266 -0.3984 -0.622
H 0.5819 0.8532 -2.8122 0.123
H 0.9781 -2.3980 0.9527 0.233
H -0.7721 -2.2132 1.3562 0.232
H -0.0167 -0.6033 3.3918 0.224
H 1.6561 -0.8489 2.8042 0.236
H -0.7832 0.1494 1.2107 0.155
H 0.1769 1.6512 -4.4840 0.110
H -0.1759 1.3796 -0.4295 0.442

---

model one is favored, and the nearest alternative lies 6.4 kcal/mol above it.